Formula: C5H6Cl2F9NO4P2S
Source: the OMol25 dataset
Level of theory: wB97M-V/def2-TZVPD

The geometry in XYZ format:
```
30
Properties=species:S:1:pos:R:3:forces:R:3:nbo_charge:R:1
O -1.333071 1.655987 -3.166687 0.179 -0.548 1.196 -0.597
C -1.004307 1.072675 -2.154050 -0.085 0.371 -0.617 0.905
O -1.656464 -0.018607 -1.657772 -0.341 0.801 -0.085 -0.801
P -3.277621 -0.242916 -2.068403 0.291 -0.934 0.098 1.397
O -3.127289 -0.461478 -3.660148 -0.689 0.398 0.333 -0.982
Cl -4.062088 1.683449 -1.971010 0.075 -0.113 0.022 -0.345
N 0.055523 1.452844 -1.315825 0.440 -0.060 -1.556 -0.795
C 0.971200 0.323167 -0.976707 -0.629 0.166 0.523 -0.222
C 0.781275 -0.049592 0.490361 -0.032 0.124 -0.033 -0.491
C 0.906769 -1.525836 0.749836 -0.227 -0.122 -0.662 0.640
F 0.092217 -2.166440 -0.143567 -0.071 -0.201 0.024 -0.328
F 2.145466 -2.003077 0.507079 0.222 0.055 0.280 -0.316
C 0.384101 -2.024820 2.117428 -0.505 -0.371 0.193 0.461
F -0.937302 -1.751780 2.151846 0.356 0.066 0.050 -0.305
F 0.514567 -3.357302 2.210188 0.152 0.506 -0.110 -0.290
S 1.145027 -1.227459 3.658015 -0.373 -0.852 0.590 2.380
F 1.962733 -2.528841 4.002961 0.253 -0.125 -0.077 -0.450
F 2.375374 -0.682755 2.842833 0.341 0.273 -0.293 -0.463
F 0.326280 0.089306 3.374424 -0.090 0.454 -0.317 -0.462
F -0.061617 -1.787002 4.516191 -0.130 -0.023 0.099 -0.455
F 1.725343 -0.542900 4.942720 0.106 0.097 0.228 -0.440
P 0.974551 2.855577 -1.797180 0.493 0.454 0.353 1.300
O -0.201530 3.927450 -2.076079 0.333 -0.146 0.321 -0.974
Cl 1.662184 2.443144 -3.728477 -0.225 -0.137 0.099 -0.344
H -3.280943 0.383797 -4.104624 0.359 -0.022 -0.444 0.518
H 0.750403 -0.491697 -1.648574 0.039 -0.321 -0.055 0.231
H 1.989515 0.632808 -1.164482 0.291 0.123 -0.079 0.224
H -0.217230 0.242394 0.782859 -0.338 -0.040 0.037 0.253
H 1.451799 0.529431 1.105352 0.277 0.011 0.191 0.246
H -1.054865 3.570472 -1.818506 -0.472 0.115 -0.309 0.507
```
Positions in Å, forces in eV/Å.

Calculated values
LUMO = 0.27 eV
Net charge = 0
SMILES string = O=C(OP(O)Cl)N(CCC(F)(F)C(F)(F)S(F)(F)(F)(F)F)P(O)Cl
Gap between HOMO and LUMO = 10.062 eV

Formula: C19H17AuN3OS3SbSe4
Source: the OMol25 dataset
Level of theory: wB97M-V/def2-TZVPD

The geometry in XYZ format:
```
49
Properties=species:S:1:pos:R:3:forces:R:3:nbo_charge:R:1
Au -0.543024 -0.528753 0.305222 -0.205 0.161 -0.548 0.632
C 3.218821 2.276768 -0.035381 0.030 -0.018 0.003 -0.689
C 1.958366 1.779741 0.636424 0.098 -0.069 0.002 0.292
N 0.989356 1.294576 -0.046809 0.021 0.217 0.149 -0.310
N 1.173177 1.336272 -1.420791 -0.045 -0.040 -0.011 -0.442
C 0.072352 1.342273 -2.099322 0.070 0.056 -0.057 -0.060
S -1.549569 1.337407 -1.561331 0.010 -0.177 0.221 -0.405
S 0.475089 1.428156 -3.858918 0.034 -0.006 0.043 0.204
C -0.957230 0.637329 -4.626037 -0.049 0.008 -0.055 -0.605
C -0.867580 -0.861321 -4.727343 0.017 0.001 0.020 0.076
C -0.877277 -1.489221 -5.968072 0.007 -0.021 -0.010 -0.262
C -0.803274 -2.873985 -6.069745 -0.001 0.014 0.011 -0.230
C -0.719690 -3.647453 -4.922045 -0.001 0.003 0.006 -0.240
C -0.711051 -3.029321 -3.675775 0.004 0.002 -0.008 -0.193
C -0.783153 -1.648872 -3.578107 -0.006 -0.014 -0.017 -0.233
C 1.874111 1.968115 2.114007 0.034 0.044 -0.006 -0.144
C 2.509734 3.126292 2.588271 -0.028 0.014 -0.020 -0.175
C 2.510269 3.513258 3.914628 -0.043 -0.067 0.023 -0.270
C 1.851068 2.712827 4.837755 0.027 0.010 -0.068 -0.214
C 1.219751 1.564192 4.409723 -0.033 0.027 0.048 -0.240
C 1.219898 1.159439 3.066706 -0.184 -0.031 0.057 0.347
O 0.558145 0.025883 2.746640 0.272 -0.069 0.124 -0.857
H 3.162311 3.344143 -0.264978 -0.025 -0.009 -0.029 0.210
H 3.342123 1.752883 -0.978542 0.024 -0.018 0.019 0.258
H 4.078218 2.110225 0.613847 -0.012 0.015 0.014 0.214
H -1.048799 1.078602 -5.620243 -0.011 -0.004 -0.001 0.206
H -1.822223 0.933554 -4.027039 0.007 0.004 -0.005 0.270
H -0.938175 -0.885148 -6.867805 0.000 0.002 -0.002 0.191
H -0.806657 -3.344528 -7.046611 0.000 -0.002 -0.001 0.191
H -0.657484 -4.726784 -4.995119 0.000 -0.004 0.002 0.197
H -0.644912 -3.615974 -2.767119 -0.001 -0.002 0.004 0.229
H -0.779186 -1.180896 -2.599587 0.000 -0.001 -0.003 0.254
H 3.013584 3.759688 1.871473 0.009 0.011 0.009 0.199
H 3.015565 4.421844 4.217815 0.004 0.010 -0.002 0.192
H 1.828233 2.973143 5.889376 0.006 0.011 0.004 0.197
H 0.701840 0.934784 5.123017 0.013 -0.019 -0.004 0.235
S -4.114129 -0.501331 3.823492 -0.020 0.021 -0.034 0.389
C -4.533554 -1.480363 2.479049 0.021 -0.034 0.046 -0.474
C -3.535540 -1.448703 1.562609 0.009 0.019 -0.041 -0.035
N -2.474387 -0.647240 1.888250 -0.188 0.229 0.113 -0.464
C -2.644071 -0.083847 3.039412 0.097 -0.129 0.087 -0.112
H -5.454013 -2.037756 2.442847 0.000 -0.013 0.008 0.227
H -3.497883 -1.999802 0.634209 -0.008 0.019 -0.013 0.228
H -1.902611 0.543587 3.512468 -0.011 0.020 -0.015 0.246
Se -0.371982 -3.348352 2.447088 -0.054 -0.073 0.105 -0.282
Sb 0.990896 -1.711690 3.779043 -0.021 0.218 0.081 1.404
Se 0.127729 -2.863512 0.219139 0.125 -0.303 -0.178 -0.577
Se 3.374817 -1.772194 3.732943 0.036 -0.023 -0.066 -0.744
Se -0.228012 -1.627957 5.861260 -0.027 0.009 -0.008 -0.831
```
Positions in Å, forces in eV/Å.

Calculated values
LUMO = 4.04 eV
Net charge = -2
ΔE to the lowest compared entry with this formula, charge and spin = 0.0 kJ/mol
Gap between HOMO and LUMO = 5.821 eV

gap between HOMO and LUMO of number 1 (C5H6Cl2F9NO4P2S)? 10.062 eV

Which of these has the lowest LUMO? C5H6Cl2F9NO4P2S